ORCA calculation (ωB97M-V with the def2-TZVPD basis set) on a molecular structure, C64H78Br2CaGeN2OPSi at a distorted geometry.

Values from the calculation:
Maximum force   1.183 eV/A
Spin multiplicity   2
⟨S²⟩   0.754
Energy above the lowest of the compared OMol25 structures with the same formula, charge and spin   62.3 kJ/mol
LUMO (spin up / spin down)   0.18 / -1.22 eV
Total charge   0

Atoms and positions in Å:
Ca1 -0.02629 0.12131 -0.50620
C1 -0.55861 -2.52176 -0.19440
Si1 0.62408 -3.61778 0.68644
C2 0.84931 -2.83429 2.37305
N1 1.09329 -1.38807 2.21951
C3 0.46818 -0.55066 3.24617
C4 1.08390 -0.72351 4.64965
C5 2.52365 -1.23925 4.56767
C6 3.21436 -0.62446 3.35652
C7 2.50739 -1.05386 2.05389
C8 2.22937 -3.77573 -0.24181
C9 2.33249 -3.36457 -1.57271
C10 3.48548 -3.60933 -2.30981
C11 4.55301 -4.26980 -1.72444
C12 4.47457 -4.68017 -0.39893
C13 3.32133 -4.43636 0.33185
C14 -0.16856 -5.29880 0.82921
C15 0.30167 -6.39536 0.10539
C16 -0.29941 -7.64081 0.22477
C17 -1.38670 -7.80795 1.06846
C18 -1.87822 -6.72683 1.78789
C19 -1.27390 -5.48523 1.66532
H1 -1.35997 -2.06060 0.38360
H2 -0.85236 -2.73234 -1.21972
H3 1.63565 -3.33474 2.95193
H4 -0.07411 -2.98775 2.93873
H5 -0.60256 -0.74710 3.24595
H6 0.57038 0.48930 2.91552
H7 0.47782 -1.39576 5.25954
H8 1.07289 0.24779 5.15337
H9 2.52708 -2.32597 4.47232
H10 3.06884 -1.01263 5.48519
H11 4.27014 -0.90036 3.31510
H12 3.18203 0.46618 3.46276
H13 3.01144 -1.91812 1.62162
H14 2.59240 -0.25258 1.32067
H15 1.50390 -2.85697 -2.05763
H16 3.53815 -3.28779 -3.34261
H17 5.44855 -4.46943 -2.29948
H18 5.30873 -5.19344 0.06196
H19 3.26921 -4.77415 1.36231
H20 1.14756 -6.27723 -0.56246
H21 0.08040 -8.48010 -0.34379
H22 -1.85493 -8.77921 1.16367
H23 -2.73291 -6.85087 2.44023
H24 -1.68170 -4.65096 2.22603
C20 -0.01094 3.51319 -2.40258
C21 -1.09572 3.51089 -1.37627
C22 -1.99821 4.60115 -1.31491
C23 -3.04739 4.56911 -0.45291
C24 -3.22499 3.44735 0.38926
C25 -4.30267 3.28568 1.29928
Br1 -5.62851 4.62822 1.46132
C26 -4.40769 2.16018 2.05835
C27 -3.42952 1.15211 1.96578
Br2 -3.62189 -0.39364 3.03450
C28 -2.33019 1.25670 1.14073
O1 -1.38658 0.37324 1.06520
C29 -2.26102 2.42844 0.30385
N2 -1.21145 2.47150 -0.57996
H25 0.17896 4.52047 -2.76675
H26 -0.31377 2.90118 -3.25057
H27 0.90658 3.08850 -1.99495
H28 -1.85164 5.44098 -1.98066
H29 -3.75622 5.38486 -0.41050
H30 -5.23654 2.03350 2.74001
C30 1.81355 0.01609 -4.17392
Ge1 0.03734 -0.27800 -3.32477
C31 -1.17638 0.87522 -4.40622
C32 -2.38044 1.34445 -3.87494
C33 -3.20515 2.21166 -4.57775
C34 -2.83748 2.64163 -5.84525
C35 -1.65020 2.18556 -6.39907
C36 -0.83662 1.31225 -5.68718
C37 -0.40100 -2.11877 -3.99634
C38 0.52392 -2.83240 -4.71647
C39 0.31102 -4.17532 -5.11195
C40 -0.84418 -4.81335 -4.78044
C41 -1.84423 -4.13032 -4.04299
C42 -3.05410 -4.77495 -3.67925
C43 -4.01187 -4.12184 -2.96164
C44 -3.80375 -2.77950 -2.57354
C45 -2.64907 -2.13989 -2.91798
C46 -1.62482 -2.78706 -3.65878
H31 1.81175 -0.10785 -5.25808
H32 2.54743 -0.67571 -3.75331
H33 2.15357 1.02971 -3.94663
H34 -2.68329 1.05093 -2.87284
H35 -4.13043 2.55690 -4.13243
H36 -3.47105 3.32450 -6.39619
H37 -1.35691 2.50914 -7.39057
H38 0.08486 0.97297 -6.14495
H39 1.46016 -2.36586 -4.99859
H40 1.07592 -4.69410 -5.67681
H41 -1.01834 -5.84176 -5.07357
H42 -3.20263 -5.80431 -3.98355
H43 -4.92986 -4.62649 -2.69027
H44 -4.56188 -2.25898 -2.00226
H45 -2.50135 -1.10886 -2.62080
C47 4.08559 6.08200 -2.66209
C48 2.66108 5.99082 -2.12978
C49 2.61635 5.12718 -0.86431
C50 3.52676 3.88102 -0.97732
C51 3.81123 3.55743 -2.44874
C52 4.59770 4.69778 -3.10196
P1 2.84028 2.40375 -0.12004
C53 2.60459 2.86407 1.65579
C54 1.19533 3.39611 1.95454
C55 1.05565 3.64258 3.45291
C56 2.04160 4.71491 3.95800
C57 3.15432 5.00345 2.94835
C58 3.70670 3.72081 2.33208
C59 4.32641 1.26623 -0.00962
C60 4.21089 0.11971 -1.02528
C61 5.20036 -1.02154 -0.72054
C62 6.40851 -0.53802 0.08486
C63 6.81658 0.84379 -0.40718
C64 5.73648 1.88635 -0.06627
H46 4.72682 6.48788 -1.87366
H47 4.14062 6.78543 -3.49421
H48 2.01459 5.57143 -2.90303
H49 2.26768 6.98390 -1.90324
H50 1.58258 4.84856 -0.64095
H51 2.96018 5.73315 -0.02248
H52 4.48364 4.11749 -0.50367
H53 2.86349 3.39514 -2.96792
H54 4.36816 2.62311 -2.55055
H55 4.53845 4.59810 -4.18779
H56 5.65452 4.59740 -2.84023
H57 2.61979 1.86649 2.11499
H58 0.45187 2.66311 1.62463
H59 0.98310 4.31365 1.39980
H60 1.23263 2.69244 3.96908
H61 0.03034 3.93143 3.68965
H62 2.48601 4.39508 4.90359
H63 1.50519 5.64129 4.17278
H64 3.96385 5.55225 3.43444
H65 2.77518 5.65761 2.15991
H66 4.18392 3.13472 3.12463
H67 4.50064 3.96704 1.62547
H68 4.21471 0.82998 0.98676
H69 4.37275 0.51239 -2.03352
H70 3.19100 -0.27864 -1.04035
H71 5.54961 -1.45332 -1.66193
H72 4.68794 -1.83042 -0.19127
H73 7.23010 -1.25035 -0.00898
H74 6.16506 -0.48630 1.15176
H75 6.95685 0.79681 -1.49191
H76 7.77407 1.15537 0.01364
H77 5.78731 2.68972 -0.80206
H78 5.96334 2.33762 0.90275